Record 1
Density functional theory data (ωB97M-V/def2-TZVPD) for an isolated molecule of C6H6N2.

XYZ file:
```
14
Properties=species:S:1:pos:R:3:lowdin_charge:R:1
H -1.70 1.99 -0.81 0.073
N -0.70 1.99 -0.67 0.168
C -0.10 1.11 0.00 -0.410
C 1.29 1.06 0.25 -0.104
C 2.46 1.02 0.51 0.161
N -0.78 0.61 1.62 0.121
C -1.05 -0.51 1.20 -0.211
C -0.80 -0.79 -0.42 -0.188
C 0.18 -1.57 -0.90 0.035
H 3.48 0.93 0.80 0.036
H -1.71 -1.28 1.60 0.095
H -1.78 -0.84 -0.91 0.102
H 0.01 -2.29 -1.69 0.063
H 1.20 -1.44 -0.58 0.059
```

The value obtained for the energy relative to the best compared isomer or geometry (same formula, charge and spin) is 156.3 kcal per mole. For the LUMO energy, the calculation gives -0.8 eV. The calculation puts the energy at -9291.9649 eV.

=====

Record 2
Density functional theory data (ωB97M-V/def2-TZVPD) for a structure of composition C46H52F3N5O2P2S3Ti.

XYZ file:
```
114
Properties=species:S:1:pos:R:3:mulliken_spin:R:1
Ti -0.60 -0.01 -0.66 1.734
C 4.44 -4.42 4.06 0.000
S 4.82 -2.73 4.56 0.000
C 3.24 -2.27 5.31 0.000
C 2.06 -2.17 4.34 0.003
C 2.30 -1.10 3.28 0.002
N 1.18 -0.89 2.35 -0.008
P -0.32 -0.14 2.81 0.048
C 0.17 0.72 4.36 0.017
C -0.12 0.30 5.65 0.005
C 0.31 1.03 6.75 -0.001
C 1.04 2.19 6.57 0.003
C 1.34 2.63 5.29 -0.002
C 0.90 1.90 4.19 0.001
C -1.38 -1.48 3.46 -0.003
C -1.10 -2.84 3.34 0.000
C -2.02 -3.79 3.77 0.000
C -3.22 -3.39 4.32 0.001
C -3.53 -2.04 4.42 0.002
C -2.61 -1.09 3.98 0.006
P 1.52 -0.60 0.71 0.037
C 2.95 0.55 0.75 -0.034
C 4.28 0.13 0.71 -0.004
C 5.31 1.05 0.80 0.000
C 5.03 2.40 0.95 0.000
C 3.71 2.83 0.99 -0.001
C 2.68 1.91 0.89 0.026
C 2.29 -2.10 0.04 -0.034
C 2.61 -2.05 -1.32 0.033
C 3.14 -3.16 -1.95 0.010
C 3.36 -4.32 -1.23 0.000
C 3.03 -4.38 0.12 0.001
C 2.49 -3.27 0.75 0.008
H 5.37 -4.85 3.68 0.000
H 3.70 -4.45 3.26 0.000
H 4.10 -5.00 4.91 0.000
H 3.41 -1.30 5.78 0.000
H 3.02 -2.98 6.11 0.000
H 1.16 -1.95 4.91 -0.001
H 1.89 -3.14 3.87 0.000
H 3.18 -1.38 2.70 0.001
H 2.55 -0.16 3.79 -0.005
H -0.69 -0.61 5.80 0.000
H 0.07 0.69 7.75 0.000
H 1.38 2.76 7.43 0.000
H 1.91 3.54 5.14 0.000
H 1.12 2.25 3.19 0.009
H -0.18 -3.15 2.87 0.000
H -1.79 -4.84 3.67 0.000
H -3.94 -4.13 4.65 0.000
H -4.48 -1.72 4.82 0.000
H -2.86 -0.04 4.03 -0.002
H 4.51 -0.92 0.59 0.000
H 6.34 0.71 0.77 0.000
H 5.84 3.12 1.02 0.000
H 3.48 3.88 1.10 0.000
H 1.65 2.24 0.92 0.013
H 2.41 -1.14 -1.89 0.000
H 3.37 -3.12 -3.01 0.000
H 3.78 -5.19 -1.72 0.000
H 3.19 -5.30 0.68 0.000
H 2.20 -3.33 1.79 -0.004
C -0.35 3.51 -8.61 0.000
C -0.32 2.73 -7.32 0.001
C 0.88 2.47 -6.66 0.000
C 0.90 1.76 -5.48 0.002
C -0.29 1.31 -4.93 0.009
C -1.49 1.55 -5.56 -0.001
C -1.50 2.26 -6.75 0.000
S -0.21 0.33 -3.46 0.019
O 0.44 -0.90 -3.82 0.004
O -1.59 0.22 -2.94 0.045
N 0.65 1.05 -2.36 0.013
C 0.19 2.27 -1.84 0.005
C 0.24 3.50 -2.50 -0.029
C -0.21 4.62 -1.83 0.025
C -0.72 4.50 -0.54 -0.015
C -0.76 3.25 0.04 0.047
N -0.31 2.17 -0.60 -0.069
H 0.65 3.75 -8.94 0.000
H -0.91 4.44 -8.49 0.000
H -0.84 2.93 -9.39 0.000
H 1.81 2.83 -7.09 0.000
H 1.84 1.55 -4.97 -0.001
H -2.41 1.18 -5.12 0.003
H -2.45 2.45 -7.25 0.000
H 0.64 3.57 -3.50 -0.001
H -0.17 5.59 -2.32 0.002
H -1.08 5.36 0.00 0.000
H -1.17 3.08 1.02 0.009
F -0.52 -3.17 0.45 -0.005
C -1.23 -2.18 -0.16 0.041
F -0.98 -2.42 -1.54 0.012
F -2.54 -2.62 -0.01 0.001
C -4.85 -2.48 -2.78 0.000
C -4.48 -1.01 -2.87 0.004
N -4.01 -0.57 -1.56 0.010
C -3.77 0.64 -1.06 0.028
S -3.04 0.75 0.50 -0.016
N -4.04 1.80 -1.69 0.002
C -4.26 2.10 -3.09 0.000
C -5.70 2.50 -3.39 -0.001
H -5.20 -2.83 -3.75 0.000
H -5.64 -2.64 -2.04 0.000
H -3.98 -3.07 -2.49 0.000
H -5.36 -0.42 -3.16 0.000
H -3.70 -0.87 -3.61 0.000
H -3.64 -1.31 -0.97 -0.006
H -3.81 2.58 -1.10 0.001
H -3.96 1.26 -3.70 -0.001
H -3.59 2.92 -3.36 0.000
H -6.39 1.68 -3.17 0.000
H -5.82 2.78 -4.44 0.000
H -6.00 3.35 -2.77 0.000
```

As for the expectation value of S²: 2.007. The value obtained for the energy relative to the best compared isomer or geometry (same formula, charge and spin) is 19.3 kcal per mole. The spin multiplicity is 3. For the LUMO energy (spin up / spin down), the calculation gives 0.4 / 0.4 eV. The calculation puts the energy at -142445.2745 eV.

=====

Record 3
Density functional theory data (ωB97M-V/def2-TZVPD) for an isolated molecule of C4HBrClIS.

XYZ file:
```
9
Properties=species:S:1:pos:R:3:lowdin_charge:R:1
Cl -1.44 -2.66 0.06 0.631
C -0.42 -1.29 0.07 -1.093
S 1.33 -1.44 0.06 0.973
C 1.48 0.28 0.00 -0.482
C 0.30 0.92 -0.09 -0.825
Br 0.03 2.80 0.04 0.678
C -0.88 -0.03 -0.07 -0.819
I -2.91 0.64 0.02 0.832
H 2.51 0.78 -0.08 0.105
```

For the LUMO energy, the calculation gives 0.0 eV. The calculation puts the energy at -105664.1836 eV.

=====

Record 4
Density functional theory data (ωB97M-V/def2-TZVPD) for an isolated molecule of CH3ClN2O2.

XYZ file:
```
9
Properties=species:S:1:pos:R:3:lowdin_charge:R:1
C 0.92 -0.14 -0.88 0.062
N -2.38 0.20 0.75 -0.453
N 0.11 -1.07 -1.25 -0.454
O -0.51 -1.69 -0.11 -0.333
O -0.22 -1.44 -2.33 0.012
Cl -2.42 -1.16 -0.03 0.952
H 1.36 0.67 -1.48 0.101
H 1.25 -0.08 0.11 0.056
H -2.32 0.16 1.86 0.056
```

The value obtained for the energy relative to the best compared isomer or geometry (same formula, charge and spin) is 153.0 kcal per mole. For the LUMO energy (spin up / spin down), the calculation gives -1.8 / -1.8 eV. The calculation puts the energy at -20674.3278 eV.

=====

Record 5
Density functional theory data (ωB97M-V/def2-TZVPD) for the ion C5H14NS2 with charge +1.

XYZ file:
```
22
Properties=species:S:1:pos:R:3:lowdin_charge:R:1
C 1.03 1.58 -1.66 -0.038
C 0.78 0.15 -1.20 -0.297
N 0.66 0.07 0.26 -0.587
C -0.47 0.92 0.70 -0.073
C 1.80 0.45 1.12 -0.085
S 0.33 -1.82 0.64 0.627
S -1.21 -2.30 -0.47 0.528
C -2.76 -2.23 0.55 -0.364
H 0.47 2.26 -0.98 0.074
H 2.21 1.73 -1.60 0.137
H 0.73 1.80 -2.67 0.083
H 1.56 -0.50 -1.42 0.098
H -0.07 -0.27 -1.59 0.045
H -1.27 0.74 -0.05 0.117
H -0.94 0.68 1.69 0.121
H 0.13 1.83 0.93 0.104
H 2.72 -0.23 0.81 0.151
H 2.10 1.53 1.05 0.124
H 1.42 0.26 2.15 0.109
H -3.24 -3.31 0.62 0.102
H -3.32 -1.73 -0.24 0.015
H -2.66 -1.61 1.38 0.009
```

The value obtained for the energy relative to the best compared isomer or geometry (same formula, charge and spin) is 60.9 kcal per mole. Its net charge is +1. For the LUMO energy, the calculation gives -4.1 eV. The calculation puts the energy at -28564.1898 eV.

=====

Record 6
Density functional theory data (ωB97M-V/def2-TZVPD) for a cluster of 11 separate species, C6H34NO11 in total.

XYZ file:
```
52
Properties=species:S:1:pos:R:3:lowdin_charge:R:1
C -3.69 -0.03 1.36 -0.225
O -4.84 0.30 0.51 -0.075
C -2.40 -0.10 0.54 -0.163
C -1.39 -0.93 1.33 -0.201
C -0.73 -0.06 2.42 -0.180
C 0.25 0.91 1.75 -0.231
N 1.57 0.26 1.69 -0.109
C 2.66 1.24 1.60 -0.118
H -4.04 -0.95 1.80 0.111
H -3.60 0.76 2.08 0.107
H -2.09 0.92 0.41 0.102
H -2.63 -0.50 -0.44 0.115
H -1.87 -1.81 1.77 0.089
H -0.61 -1.36 0.71 0.102
H -1.48 0.50 2.98 0.111
H -0.24 -0.74 3.11 0.086
H -0.08 1.08 0.72 0.073
H 0.12 1.94 2.09 0.129
H 1.66 -0.35 0.86 0.116
H 3.59 0.70 1.76 0.079
H 2.66 1.84 0.69 0.046
H 2.55 2.01 2.36 0.080
H 0.38 -1.43 -2.51 -0.023
H 0.24 -2.40 -3.79 0.024
O 0.21 -2.41 -2.84 -0.149
H 1.57 3.36 0.15 -0.035
H 1.00 4.53 0.57 0.032
O 1.91 4.20 0.47 -0.084
H -4.58 -0.07 -0.30 0.034
H -1.72 0.61 -4.23 0.026
O -1.57 0.93 -3.30 -0.167
H -1.13 -3.34 0.74 0.039
H -2.41 -3.90 0.22 0.012
O -1.79 -4.07 0.90 -0.061
H 0.44 0.29 -1.35 -0.012
H -0.68 0.51 -2.99 -0.035
O 0.52 -0.03 -2.25 -0.324
H 1.92 -4.69 -1.21 0.044
H 1.25 -3.81 -2.27 -0.001
O 2.10 -3.91 -1.79 -0.112
H 0.45 3.25 -1.66 0.033
H -0.66 2.48 -0.99 0.013
O -0.20 3.31 -0.95 -0.063
H 0.30 -0.14 4.55 -0.013
H 1.70 0.09 4.01 0.019
O 1.17 0.13 4.82 -0.071
H 2.77 1.55 -1.79 0.029
H 1.44 1.28 -2.54 0.014
O 2.05 2.03 -2.20 -0.118
H 2.26 -0.62 -3.12 0.000
H 2.73 -2.13 -3.06 0.006
O 3.00 -1.24 -3.35 -0.102
```

The value obtained for the energy relative to the best compared isomer or geometry (same formula, charge and spin) is 45.0 kcal per mole. Its net charge is -1. For the LUMO energy, the calculation gives 2.7 eV. The calculation puts the energy at -30787.6765 eV.